Record 1
{
  "formula": "C2H2N2O2",
  "method": "ωB97M-V with the def2-TZVPD basis set",
  "de_lowest_kj_mol": 330.61,
  "energy_ev": -9178.360,
  "smiles": "Nn1c(=O)c1=O",
  "spin_multiplicity": 1,
  "homo_ev": -10.584,
  "species": ["N", "N", "C", "O", "C", "O", "H", "H"],
  "positions_angstrom": [[-0.17674, -0.37021, -1.51473], [0.15755, -0.04566, -0.12942], [-0.32169, 0.07664, 1.16103], [-1.16500, -0.25002, 1.98136], [0.98934, 0.57464, 0.83236], [1.96202, 1.23952, 0.83627], [-0.99746, 0.08757, -1.68147], [-0.44803, -1.31248, -1.48540]],
  "nbo_charge": [-0.593, -0.288, 0.586, -0.529, 0.602, -0.494, 0.357, 0.360]
}



Record 2
{
  "formula": "C57H55FGaN5O3P2SSi",
  "method": "ωB97M-V with the def2-TZVPD basis set",
  "total_charge": 2,
  "de_lowest_kj_mol": 45.62,
  "energy_ev": -165970.135,
  "spin_multiplicity": 1,
  "homo_ev": -10.935,
  "species": ["Ga", "C", "Si", "C", "C", "C", "C", "C", "C", "P", "C", "C", "C", "C", "C", "C", "C", "C", "C", "C", "C", "C", "C", "C", "C", "C", "C", "C", "P", "C", "C", "C", "C", "C", "C", "C", "C", "C", "C", "C", "C", "H", "H", "H", "H", "H", "H", "H", "H", "H", "H", "H", "H", "H", "H", "H", "H", "H", "H", "H", "H", "H", "H", "H", "H", "H", "H", "H", "H", "H", "H", "H", "F", "C", "C", "C", "C", "O", "C", "C", "N", "C", "C", "C", "C", "C", "C", "N", "C", "C", "N", "C", "C", "C", "O", "O", "H", "H", "H", "H", "H", "H", "H", "H", "H", "H", "H", "H", "H", "H", "H", "H", "H", "H", "S", "C", "N", "C", "C", "N", "H", "H", "H", "H", "H", "H"],
  "positions_angstrom": [[-0.23449, -0.29779, -0.13095], [-0.66392, 3.10578, -1.29227], [0.10811, 2.06369, 0.08784], [1.97146, 2.44798, 0.07121], [2.35644, 3.78511, 0.21266], [3.68381, 4.17211, 0.15760], [4.67240, 3.21597, -0.03393], [4.32087, 1.88634, -0.17950], [2.97881, 1.49323, -0.13876], [2.56658, -0.27831, -0.33292], [3.91199, -1.06551, 0.63290], [4.26660, -0.50220, 1.85781], [5.28824, -1.05508, 2.61345], [5.94029, -2.19838, 2.17670], [5.56975, -2.78200, 0.97587], [4.56367, -2.21952, 0.20440], [3.07652, -0.68359, -2.04522], [2.73356, -1.95484, -2.51616], [3.11828, -2.36623, -3.78215], [3.84739, -1.50995, -4.59628], [4.16022, -0.23514, -4.15136], [3.76716, 0.18373, -2.88717], [-0.74888, 2.52177, 1.71558], [-1.13192, 3.84876, 1.92834], [-1.91431, 4.21342, 3.01118], [-2.37225, 3.24104, 3.88785], [-2.00459, 1.91847, 3.70320], [-1.17598, 1.55423, 2.64297], [-0.53762, -0.15190, 2.50275], [-1.73940, -1.23418, 3.33892], [-1.82322, -1.32943, 4.72914], [-2.77025, -2.15527, 5.31142], [-3.62631, -2.90608, 4.51614], [-3.53425, -2.83017, 3.13458], [-2.59523, -1.99581, 2.54486], [0.83809, -0.10123, 3.69998], [1.40911, 1.09412, 4.12734], [2.38822, 1.08291, 5.11202], [2.80494, -0.11557, 5.66929], [2.26957, -1.31411, 5.21553], [1.29944, -1.30855, 4.22875], [-0.41806, 4.16512, -1.19065], [-0.29559, 2.77040, -2.26437], [-1.75078, 3.00453, -1.28140], [1.59627, 4.54281, 0.37358], [3.94916, 5.21631, 0.26183], [5.71458, 3.50670, -0.06582], [5.09414, 1.13974, -0.31422], [3.76514, 0.39111, 2.20588], [5.57371, -0.58721, 3.54452], [6.74135, -2.62381, 2.76730], [6.08221, -3.66981, 0.62657], [4.30967, -2.67351, -0.74420], [2.15810, -2.61493, -1.87961], [2.85526, -3.35569, -4.13608], [4.17882, -1.83923, -5.57376], [4.71404, 0.43814, -4.79308], [4.01249, 1.18372, -2.55567], [-0.82102, 4.60958, 1.22035], [-2.18493, 5.25072, 3.16059], [-3.01933, 3.51086, 4.71214], [-2.37253, 1.16410, 4.38410], [-1.14153, -0.76594, 5.35365], [-2.84110, -2.21407, 6.38986], [-4.36614, -3.54778, 4.97659], [-4.20135, -3.41708, 2.51605], [-2.54417, -1.90615, 1.46661], [1.06529, 2.03861, 3.72368], [2.81136, 2.02023, 5.45037], [3.54947, -0.11676, 6.45536], [2.60400, -2.25371, 5.63631], [0.86380, -2.24131, 3.89098], [2.13631, 0.54581, -6.49865], [0.91475, 0.09977, -6.14564], [0.61720, -0.06692, -4.82376], [-0.68139, -0.41840, -4.43842], [-0.98646, -0.62414, -3.02617], [-0.05762, -0.56434, -2.18182], [-2.35724, -0.86354, -2.72854], [-3.26854, -0.94386, -3.73982], [-2.97225, -0.83784, -5.04668], [-4.01143, -0.96895, -6.04711], [-4.09679, -2.23229, -6.85594], [-5.13943, -1.92586, -5.82448], [-1.66963, -0.56997, -5.42728], [-1.31658, -0.46604, -6.77716], [-0.02609, -0.14591, -7.15964], [0.30758, -0.07780, -8.52665], [1.65914, -0.33237, -8.98466], [1.59829, -0.98510, -10.36181], [0.85857, -0.07246, -11.29405], [-0.53003, 0.19536, -10.79440], [-0.42084, 0.81310, -9.40606], [-2.88389, -1.08599, -1.32938], [-4.03245, -1.45561, -1.18939], [-2.06033, -0.86249, -0.36152], [1.36557, 0.10848, -4.06072], [-4.30646, -1.09884, -3.48154], [-4.23631, -0.03319, -6.54477], [-3.38978, -3.01878, -6.62607], [-4.35710, -2.15576, -7.90299], [-5.13235, -2.53134, -4.92939], [-6.12358, -1.61785, -6.14434], [-2.05951, -0.65996, -7.53782], [2.16159, -1.01615, -8.30634], [2.26319, 0.58517, -9.04348], [1.05412, -1.92620, -10.31518], [2.59678, -1.16501, -10.75678], [0.83578, -0.46080, -12.23729], [1.36136, 0.81759, -11.34072], [-1.05524, -0.75680, -10.75525], [-1.03777, 0.86088, -11.49038], [-1.41720, 1.00050, -9.01460], [0.08603, 1.78912, -9.49130], [0.64725, -2.64977, 0.60286], [-0.02468, -4.19385, 0.52307], [0.60899, -5.27408, 0.99123], [-0.09835, -6.51335, 0.68160], [-1.47684, -5.98451, 0.24916], [-1.19641, -4.56891, -0.00447], [1.55389, -5.23006, 1.33240], [-0.15426, -7.16140, 1.55328], [0.40113, -7.05513, -0.12438], [-2.21522, -6.09715, 1.04508], [-1.85064, -6.47387, -0.64714], [-1.92688, -3.90586, -0.20288]],
  "lowdin_charge": [0.161, -0.189, 0.621, -0.264, -0.089, -0.061, -0.058, -0.109, -0.373, 1.041, -0.354, -0.097, -0.067, -0.074, -0.075, -0.084, -0.347, -0.129, -0.074, -0.096, -0.085, -0.070, -0.289, -0.092, -0.062, -0.056, -0.063, -0.366, 1.043, -0.344, -0.097, -0.064, -0.070, -0.070, -0.086, -0.348, -0.076, -0.070, -0.077, -0.071, -0.110, 0.028, 0.024, 0.038, 0.098, 0.111, 0.112, 0.117, 0.103, 0.108, 0.108, 0.107, 0.091, 0.078, 0.108, 0.104, 0.110, 0.100, 0.096, 0.111, 0.112, 0.099, 0.113, 0.111, 0.109, 0.106, 0.069, 0.105, 0.110, 0.109, 0.110, 0.100, 0.074, -0.182, 0.104, -0.027, -0.245, -0.059, -0.006, 0.063, 0.021, -0.255, -0.086, -0.071, -0.106, 0.072, -0.137, -0.091, -0.138, -0.079, 0.064, -0.082, -0.128, -0.557, 0.083, -0.099, 0.123, 0.150, 0.157, 0.116, 0.106, 0.112, 0.116, 0.116, 0.142, 0.139, 0.144, 0.143, 0.189, 0.185, 0.143, 0.143, 0.135, 0.144, 0.736, -0.758, 0.030, -0.115, -0.112, 0.053, 0.144, 0.123, 0.122, 0.123, 0.120, 0.139]
}



Record 3
{
  "formula": "C27H33N5O6ReSTe",
  "method": "ωB97M-V with the def2-TZVPD basis set",
  "total_charge": 2,
  "de_lowest_kj_mol": 51.28,
  "energy_ev": -68516.471,
  "spin_multiplicity": 4,
  "homo_ev": [-14.053, -14.158],
  "species": ["Re", "C", "C", "C", "C", "C", "C", "C", "S", "O", "O", "N", "C", "C", "O", "O", "H", "H", "H", "H", "H", "H", "H", "H", "H", "N", "C", "C", "C", "C", "N", "C", "N", "N", "C", "O", "O", "H", "H", "H", "H", "H", "H", "H", "H", "H", "H", "H", "H", "H", "H", "Te", "C", "C", "C", "C", "C", "C", "C", "C", "C", "C", "C", "C", "H", "H", "H", "H", "H", "H", "H", "H", "H", "H"],
  "positions_angstrom": [[-1.40814, -1.14598, -0.91158], [-5.31344, 2.04708, 4.88973], [-4.95093, 1.19018, 3.70837], [-5.64717, 1.32578, 2.50334], [-5.33209, 0.55605, 1.40473], [-4.29399, -0.36753, 1.51623], [-3.58946, -0.54158, 2.70081], [-3.92824, 0.24729, 3.78859], [-3.94678, -1.32955, 0.11765], [-5.06861, -2.10952, -0.26308], [-3.37855, -0.40509, -0.97086], [-2.57169, -2.14254, 0.41783], [-2.60330, -3.61471, 0.16675], [-2.34867, -3.86711, -1.30072], [-2.53450, -4.92344, -1.80916], [-1.84142, -2.78261, -1.96039], [-5.06116, 3.09141, 4.69443], [-4.79043, 1.73196, 5.79024], [-6.38660, 2.00650, 5.08090], [-6.45956, 2.03911, 2.43415], [-5.88904, 0.66149, 0.48054], [-2.81337, -1.29111, 2.77970], [-3.39637, 0.11520, 4.72264], [-3.55209, -4.06481, 0.44063], [-1.79522, -4.08944, 0.71874], [-0.27590, -0.56751, -2.72764], [0.92093, -1.44531, -2.91556], [2.16735, -0.65475, -3.34330], [2.87859, 0.25237, -2.29637], [4.38358, -0.03135, -2.18715], [4.65999, -1.33942, -1.59662], [5.15246, -1.58667, -0.39223], [5.00080, -2.80649, 0.12368], [5.81572, -0.65159, 0.30079], [1.16106, -2.25988, -1.65671], [2.07546, -3.04902, -1.59606], [0.34667, -2.02693, -0.65205], [-0.94072, -0.76948, -3.47433], [-0.03878, 0.42006, -2.81474], [0.68692, -2.16148, -3.70124], [1.87445, -0.04661, -4.20155], [2.86694, -1.39251, -3.74012], [2.41806, 0.17880, -1.30366], [2.78241, 1.29482, -2.60743], [4.87217, 0.74342, -1.60237], [4.82762, -0.00283, -3.18256], [4.14142, -2.11024, -2.00240], [4.30428, -3.42563, -0.26943], [5.38263, -3.04357, 1.02262], [6.13356, 0.18664, -0.15189], [6.29355, -0.90727, 1.14836], [-1.19252, 1.16715, 0.49658], [0.52021, 0.97119, 1.68729], [1.13790, 2.12001, 2.16653], [2.18631, 1.99491, 3.06685], [2.58646, 0.73621, 3.50141], [1.95514, -0.40355, 3.02332], [0.91694, -0.29345, 2.10632], [-0.38880, 2.30488, -1.09220], [-1.31371, 2.78614, -2.01445], [-0.86434, 3.49505, -3.12166], [0.49501, 3.73072, -3.29033], [1.40578, 3.25237, -2.35689], [0.96968, 2.52468, -1.25376], [0.80917, 3.10457, 1.85256], [2.67721, 2.88296, 3.44389], [3.38366, 0.64937, 4.22912], [2.25718, -1.38243, 3.37451], [0.43479, -1.18504, 1.72731], [-2.37722, 2.62469, -1.87423], [-1.57709, 3.87496, -3.84237], [0.84242, 4.30112, -4.14264], [2.46300, 3.45546, -2.48105], [1.68239, 2.15343, -0.52640]],
  "mulliken_spin": [2.791, 0.000, -0.002, 0.001, 0.001, 0.030, -0.010, -0.003, 0.015, 0.011, 0.005, 0.024, 0.017, 0.015, 0.031, 0.033, 0.000, 0.000, 0.000, 0.000, 0.000, -0.010, 0.000, -0.002, 0.001, 0.018, 0.010, -0.005, 0.002, 0.000, 0.000, 0.000, 0.000, 0.000, 0.036, 0.022, -0.014, 0.010, -0.001, 0.002, 0.001, 0.000, -0.001, 0.001, 0.000, 0.000, 0.000, 0.000, 0.000, 0.000, 0.000, -0.064, -0.018, -0.001, 0.000, -0.001, 0.001, 0.009, 0.018, 0.000, 0.002, -0.002, 0.002, 0.006, 0.001, 0.000, 0.000, 0.000, 0.015, -0.001, 0.000, 0.000, 0.000, 0.003]
}